Here is a structure of composition C5H10O4Yb in a non-equilibrium geometry from the OMol25 dataset. Energies are from ωB97M-V with the def2-TZVPD basis set.

ORCA input file:
```
! wB97M-V def2-TZVPD RIJCOSX def2/J DEFGRID3
* xyz 1 2
O -1.6926 -2.1152 0.6163
C -1.5257 -2.3191 -0.6764
C -1.1180 -1.3621 -1.5370
O -2.3576 1.8068 0.9834
C 0.2980 0.7956 -1.2477
C 0.9189 1.3700 0.0038
O 0.7087 0.5067 1.1240
C 1.8408 -0.2538 1.5352
H -1.8541 -3.2840 -1.0884
H -1.0122 -1.4701 -2.6159
H 0.2571 1.5284 -2.0654
H 0.9875 0.0058 -1.5872
H 1.9895 1.5613 -0.1444
H 0.4439 2.3246 0.2640
H 1.4571 -1.1838 1.9680
H 2.4904 -0.4722 0.6759
H 2.3957 0.3059 2.3000
Yb -1.4418 -0.2263 1.2408
O -0.9476 -0.0852 -1.0077
H -1.8381 2.5666 1.2586
*
```

Its calculated total energy is -45059.4529 eV. The frontier orbital gap (alpha / beta) comes out at 0.2856 / 0.2727 Eh. The calculation puts the HOMO energy (alpha / beta) at -12.35 / -12.35 eV.

=====

Here is the ion C5H6NO with charge +1 in a non-equilibrium geometry from the OMol25 dataset. Energies are from ωB97M-V with the def2-TZVPD basis set.

ORCA input file:
```
! wB97M-V def2-TZVPD RIJCOSX def2/J DEFGRID3
* xyz 1 3
C 2.4482 1.0152 0.0088
C 1.1400 0.7192 -0.2380
C -1.0966 -0.3773 0.8259
C -1.3915 0.0995 -0.5224
C -0.0097 0.3171 -0.1117
N 3.3737 0.1228 0.1230
O 3.4567 -1.0854 -0.1914
H 2.6466 2.0652 0.1892
H -1.6213 0.2924 1.6225
H -0.7246 -1.3530 1.0152
H -1.5588 -0.5503 -1.3850
H -1.9532 0.9668 -0.5200
H 2.6522 -1.5900 -0.6244
*
```

Its calculated total energy is -8803.9900 eV. The frontier orbital gap (alpha / beta) comes out at 0.3390 / 0.2499 Eh. Its energy relative to the best compared isomer or geometry (same formula, charge and spin) is 374.0 kJ/mol. The calculation puts the HOMO energy (alpha / beta) at -12.92 / -15.24 eV.

=====

Here is a structure of composition C18H45F4LiN2O20P3S4 in a non-equilibrium geometry from the OMol25 dataset. Energies are from ωB97M-V with the def2-TZVPD basis set.

ORCA input file:
```
! wB97M-V def2-TZVPD RIJCOSX def2/J DEFGRID3
* xyz -1 1
Li -0.0049 -0.1194 0.3389
N 2.7273 0.3901 3.8570
S 1.9458 1.1037 2.8203
O 1.0105 2.1896 3.2054
O 1.6789 0.4323 1.5238
F 3.2290 1.9018 2.3484
S 1.3074 -0.5241 4.2446
O 1.0298 -1.6790 3.3652
O 0.2576 0.1969 4.9922
F 2.0125 -1.3320 5.4634
N -2.4038 -2.3810 -2.9401
S -1.2822 -1.8878 -3.8734
O 0.0627 -1.6553 -3.3260
O -1.6482 -1.0982 -5.0761
F -0.9553 -3.2748 -4.5376
S -2.4367 -0.8254 -2.1930
O -2.6471 0.3347 -2.9976
O -1.6639 -0.7646 -0.9271
F -3.9226 -1.0647 -1.5534
C -1.9291 3.6735 -0.2611
C -1.2694 4.2802 -1.4888
O 0.1182 4.0138 -1.5905
P 0.6298 2.5029 -1.9649
O 0.3508 1.5928 -0.7733
O -0.0446 2.0371 -3.3890
C 0.3609 2.4308 -4.6533
C -0.7829 2.1342 -5.6076
O 2.1909 2.8015 -2.3675
C 3.3070 2.2882 -1.6423
C 4.4067 1.9971 -2.7442
H -1.7191 4.2207 0.6579
H -2.9612 3.3380 -0.3623
H -1.5056 2.7004 -0.0124
H -1.7364 3.8673 -2.3830
H -1.4572 5.3539 -1.4862
H 0.6687 3.4764 -4.6576
H 1.0879 1.6572 -4.9005
H -1.5595 2.8856 -5.4646
H -0.4534 2.2404 -6.6411
H -1.1274 1.1136 -5.4411
H 3.6494 3.0964 -0.9960
H 3.1741 1.4697 -0.9349
H 5.3650 1.8383 -2.2497
H 4.1541 1.1526 -3.3853
H 4.4619 2.8765 -3.3859
C 5.1571 -1.9649 1.6678
C 4.0246 -2.9947 1.6320
O 2.8092 -2.3494 1.2711
P 2.2956 -2.2701 -0.2776
O 1.1590 -1.3265 -0.5968
O 3.6253 -2.0712 -1.1878
C 3.5724 -2.0360 -2.5989
C 4.7452 -2.7426 -3.1722
O 1.9893 -3.8464 -0.6053
C 0.8995 -4.6312 -0.1133
C -0.4002 -4.2066 -0.7376
H 5.0989 -1.2499 0.8472
H 4.9536 -1.2719 2.4842
H 6.1667 -2.3192 1.8761
H 4.2063 -3.8371 0.9645
H 3.7497 -3.5459 2.5313
H 2.7412 -2.6306 -2.9778
H 3.5079 -1.0397 -3.0363
H 5.1176 -3.4704 -2.4512
H 4.6008 -3.2345 -4.1341
H 5.6665 -2.1608 -3.1983
H 1.1462 -5.6638 -0.3601
H 0.7992 -4.4761 0.9609
H -0.3993 -4.2338 -1.8273
H -1.2796 -4.7277 -0.3591
H -0.4951 -3.1575 -0.4575
C -3.6054 3.4340 4.7016
C -2.3488 2.8935 3.9007
O -2.9465 2.1244 2.8630
P -2.5630 0.5864 2.5356
O -1.1939 0.3483 1.9337
O -2.8962 -0.2273 3.9199
C -2.6342 -1.5642 4.1096
C -2.6041 -2.4952 2.9314
O -3.7889 0.1622 1.4885
C -5.0968 0.4178 1.8900
C -5.6601 1.2863 0.7400
H -3.1029 4.2273 5.2550
H -4.4149 3.8904 4.1318
H -3.9409 2.7203 5.4540
H -1.6923 3.6297 3.4369
H -1.7275 2.3145 4.5839
H -1.7364 -1.8041 4.6793
H -3.4509 -2.0031 4.6828
H -3.6360 -2.5455 2.5838
H -1.8010 -2.2506 2.2362
H -2.2683 -3.5198 3.0913
H -5.5760 -0.5438 2.0739
H -5.1044 0.9395 2.8470
H -5.5935 0.7067 -0.1807
H -6.6865 1.6035 0.9242
H -5.0642 2.1456 0.4324
*
```

Its calculated total energy is -145615.9801 eV. The frontier orbital gap comes out at 0.3476 Eh. Its energy relative to the best compared isomer or geometry (same formula, charge and spin) is 0.0 kJ/mol. The calculation puts the HOMO energy at -7.08 eV.

=====

Here is the molecule C6H11N in a non-equilibrium geometry from the OMol25 dataset. Energies are from ωB97M-V with the def2-TZVPD basis set.

ORCA input file:
```
! wB97M-V def2-TZVPD RIJCOSX def2/J DEFGRID3
* xyz 0 1
C -2.5642 0.1965 0.2069
C -1.2626 -0.5079 -0.1791
C 0.0197 0.0675 0.3684
C 0.0459 1.5308 0.1685
N 0.0868 2.6744 -0.0056
C 1.1880 -0.6038 -0.3530
C 2.5393 -0.1584 0.1713
H -3.4290 -0.4033 0.5172
H -2.4728 0.3038 -0.8868
H -2.5322 1.1779 0.6945
H -1.3598 -1.5818 -0.0517
H -1.1398 -0.3747 -1.3647
H 0.0868 -0.1015 1.4487
H 1.0532 -1.6857 -0.2286
H 1.0939 -0.4013 -1.4285
H 2.6280 -0.3797 1.2408
H 3.3469 -0.6730 -0.3538
H 2.6719 0.9202 0.0355
*
```

Its calculated total energy is -7888.7511 eV. The SMILES is CCC(C#N)CC. The frontier orbital gap comes out at 0.4111 Eh. Its energy relative to the best compared isomer or geometry (same formula, charge and spin) is 171.8 kJ/mol. The calculation puts the HOMO energy at -10.29 eV.

=====

Here is a structure of composition C56H79CsGeN7S2Si5 in a non-equilibrium geometry from the OMol25 dataset. Energies are from ωB97M-V with the def2-TZVPD basis set.

ORCA input file:
```
! wB97M-V def2-TZVPD RIJCOSX def2/J DEFGRID3
* xyz -1 1
Cs 0.6418 -1.6536 -0.0587
N -1.9060 -4.6567 -0.0926
C -1.6511 -3.5288 -0.8392
S -2.5365 -2.1109 -0.4335
N -0.7759 -3.7323 -1.7986
N -0.3004 -2.6344 -2.4401
C 0.0968 -2.7819 -3.6476
C -0.1494 -4.0110 -4.4495
C -1.4401 -4.5168 -4.5816
C -1.6718 -5.6565 -5.3354
C -0.6151 -6.3109 -5.9557
C 0.6749 -5.8180 -5.8202
C 0.9044 -4.6704 -5.0750
C 0.8199 -1.6421 -4.2638
C 0.8063 -1.4628 -5.6475
C 1.4710 -0.3812 -6.1967
C 2.1313 0.4976 -5.3543
C 2.0892 0.2453 -3.9901
N 1.4653 -0.7944 -3.4489
H -2.4032 -4.5085 0.7669
H -1.2003 -5.3775 -0.1230
H -2.2563 -4.0136 -4.0794
H -2.6795 -6.0410 -5.4316
H -0.7962 -7.2061 -6.5377
H 1.5047 -6.3308 -6.2906
H 1.9121 -4.2877 -4.9612
H 0.2709 -2.1637 -6.2732
H 1.4668 -0.2237 -7.2684
H 2.6605 1.3611 -5.7341
H 2.5793 0.9200 -3.2946
C -1.3435 1.7405 0.3898
Si -1.4388 1.8740 2.2438
C 0.1146 1.1397 3.0528
N 0.4071 -0.2807 2.8789
C -0.6331 -1.1232 3.4939
C -0.0656 -2.4359 4.0106
C 0.9485 -2.1910 5.1350
C 1.7709 -0.9184 4.8578
C 1.7560 -0.6155 3.3633
C -3.0093 1.0603 2.8767
C -3.4377 1.2188 4.1984
C -4.5640 0.5635 4.6731
C -5.2838 -0.2779 3.8329
C -4.8698 -0.4595 2.5221
C -3.7468 0.2087 2.0533
C -1.3995 3.6407 2.9199
C -0.1815 4.3275 2.9848
C -0.0828 5.5795 3.5745
C -1.2064 6.1728 4.1328
C -2.4251 5.5124 4.0836
C -2.5174 4.2643 3.4809
H -1.6215 0.7154 0.1124
H -0.2875 1.8381 0.1035
H 0.0737 1.4256 4.1241
H 0.9506 1.7007 2.6206
H -1.4243 -1.3103 2.7626
H -1.1088 -0.5983 4.3380
H 0.4123 -2.9742 3.1904
H -0.8851 -3.0680 4.3572
H 1.6082 -3.0567 5.2244
H 0.4226 -2.0927 6.0884
H 2.7970 -1.0315 5.2133
H 1.3433 -0.0658 5.3938
H 2.1442 -1.4833 2.8175
H 2.4122 0.2196 3.1134
H -2.8820 1.8632 4.8723
H -4.8784 0.7030 5.7005
H -6.1601 -0.7953 4.2042
H -5.4041 -1.1302 1.8608
H -3.4335 0.0324 1.0335
H 0.7144 3.8745 2.5743
H 0.8724 6.0896 3.6026
H -1.1321 7.1468 4.6008
H -3.3083 5.9716 4.5111
H -3.4788 3.7660 3.4545
S 2.4717 1.5939 0.0272
C 3.9773 0.9997 -0.4132
N 5.1406 1.3846 0.1521
C 6.2970 0.6488 -0.3402
C 5.6761 -0.2201 -1.4537
N 4.2599 0.1365 -1.4015
H 5.1324 1.9503 0.9802
H 6.7437 0.0377 0.4450
H 7.0505 1.3326 -0.7343
H 5.8050 -1.2843 -1.2655
H 6.0910 0.0157 -2.4345
H 3.5632 -0.5031 -1.7634
C -5.2829 3.2293 1.2026
Si -4.6436 2.8446 -0.5255
C -5.3364 4.2140 -1.6258
C -5.3345 1.1864 -1.1053
Si -2.3191 2.9096 -0.7599
Si -1.5894 5.1441 -0.6550
C -2.0148 6.0165 -2.2791
C -2.4125 6.2001 0.6641
C 0.2772 5.1984 -0.4478
Si -1.7460 2.2312 -2.9442
C 0.0525 2.6965 -3.2587
C -1.9046 0.3835 -3.1648
C -2.8343 3.0435 -4.2558
H -6.3757 3.2744 1.1888
H -4.9088 4.1969 1.5472
H -4.9852 2.4692 1.9301
H -6.4098 4.3291 -1.4494
H -5.1874 4.0038 -2.6849
H -4.8603 5.1719 -1.4011
H -6.1977 0.8839 -0.5071
H -4.5935 0.3860 -1.0471
H -5.6545 1.2508 -2.1486
H -3.0948 6.0509 -2.4407
H -1.5649 5.5423 -3.1481
H -1.6538 7.0487 -2.2360
H -3.4981 6.0716 0.6540
H -2.2001 7.2584 0.4878
H -2.0528 5.9441 1.6622
H 0.7773 4.8080 -1.3373
H 0.6032 4.5909 0.3949
H 0.6240 6.2218 -0.2784
H 0.6954 2.3163 -2.4585
H 0.2049 3.7724 -3.3285
H 0.3905 2.2460 -4.1973
H -1.2727 -0.1814 -2.4761
H -1.6121 0.1019 -4.1822
H -2.9284 0.0413 -2.9974
H -2.9567 4.1160 -4.1050
H -3.8257 2.5839 -4.2605
H -2.3954 2.8889 -5.2460
Ge 3.6629 -3.1531 -0.3654
C 5.1535 -2.9187 0.9935
C 5.1282 -1.8646 1.9143
C 6.1803 -1.6233 2.7926
C 7.3033 -2.4388 2.7757
C 7.3580 -3.4907 1.8690
C 6.3036 -3.7149 0.9934
C 2.7666 -4.7629 0.4329
C 1.6260 -4.7608 1.2366
C 1.0726 -5.9397 1.7262
C 1.6509 -7.1626 1.4222
C 2.7837 -7.1931 0.6189
C 3.3193 -6.0106 0.1275
H 2.7586 -2.0388 0.3549
H 4.2604 -1.2129 1.9463
H 6.1175 -0.7992 3.4963
H 8.1247 -2.2609 3.4595
H 8.2294 -4.1359 1.8445
H 6.3777 -4.5358 0.2856
H 1.1430 -3.8316 1.5195
H 0.1891 -5.8988 2.3554
H 1.2234 -8.0821 1.8034
H 3.2423 -8.1427 0.3666
H 4.1865 -6.0552 -0.5248
*
```

Its calculated total energy is -187913.5645 eV. The frontier orbital gap comes out at 0.2197 Eh. Its energy relative to the best compared isomer or geometry (same formula, charge and spin) is 30.7 kJ/mol. The calculation puts the HOMO energy at -4.08 eV.

=====

Here is a structure of composition B4H16V in a non-equilibrium geometry from the OMol25 dataset. Energies are from ωB97M-V with the def2-TZVPD basis set.

ORCA input file:
```
! wB97M-V def2-TZVPD RIJCOSX def2/J DEFGRID3
* xyz 0 4
V 13.9454 8.2942 -8.5926
B 11.7767 8.4991 -8.6090
H 10.7230 8.6756 -8.4580
H 12.1984 9.3573 -9.1088
H 12.2818 8.4374 -7.6575
H 11.8310 7.5814 -9.1739
B 14.5420 9.8922 -7.3861
H 15.3526 9.2976 -7.7781
H 14.9259 10.8141 -6.9774
H 13.9545 10.1770 -8.2451
H 13.8848 9.4036 -6.6835
B 14.2477 6.4340 -7.6262
H 15.2215 6.8287 -7.8715
H 13.9479 7.1808 -6.9075
H 13.5647 6.4519 -8.4613
H 14.2062 5.4623 -7.1589
B 14.5641 8.0687 -10.5854
H 13.9422 8.9318 -10.4052
H 14.8554 8.0807 -11.6242
H 15.3593 8.1594 -9.8617
H 14.1018 7.1253 -10.3391
*
```

Its calculated total energy is -28638.6841 eV. The frontier orbital gap (alpha / beta) comes out at 0.3242 / 0.1842 Eh. The calculation puts the HOMO energy (alpha / beta) at -9.94 / -11.76 eV.